# C4H5NO

One molecule with the formula C4H5NO (ωB97M-V/def2-TZVPD, the OMol25 dataset).

```
11
Properties=species:S:1:pos:R:3
C -0.156 2.442 -0.923
C 0.054 1.259 -0.846
C 0.316 -0.183 -0.744
N -0.493 -0.834 0.270
C 0.059 -1.333 1.411
O 1.251 -1.391 1.639
H -0.341 3.491 -0.973
H 1.359 -0.358 -0.461
H 0.154 -0.655 -1.719
H -1.495 -0.733 0.230
H -0.707 -1.706 2.116
```

The orbital gap comes out at 10.89 eV. For the HOMO energy, the calculation gives -10.04 eV. Its largest force on an atom is 0.6 eV/A. The calculation puts the energy above the lowest of the compared OMol25 structures with the same formula, charge and spin at 39.6 kcal/mol. Its structure (SMILES) is C#CCNC=O.